C29H27BeN7 | ωB97M-V with the def2-TZVPD basis set

Last column: natural (NBO) charge in e.
CARTESIAN COORDINATES (ANGSTROEM)
Be 0.28 0.94 -0.25  1.701
C -0.47 1.52 2.34  -0.214
C -1.71 2.28 1.92  -0.462
C -2.43 1.71 0.72  0.239
C -3.78 1.96 0.54  -0.227
C -4.43 1.44 -0.56  -0.110
C -3.70 0.68 -1.47  -0.239
C -2.36 0.47 -1.22  0.043
N -1.72 0.97 -0.15  -0.618
N 0.65 1.58 1.37  -0.605
C 1.79 0.80 1.93  -0.258
C 2.90 0.74 0.91  0.192
C 4.23 0.55 1.23  -0.228
C 5.16 0.56 0.21  -0.117
C 4.73 0.78 -1.10  -0.233
C 3.38 0.96 -1.32  0.055
N 2.47 0.93 -0.34  -0.558
C 1.07 2.99 1.12  -0.279
C 0.66 3.44 -0.26  0.227
C 0.67 4.77 -0.65  -0.228
C 0.33 5.08 -1.96  -0.103
C -0.02 4.06 -2.83  -0.232
C -0.03 2.76 -2.36  0.069
N 0.31 2.46 -1.10  -0.657
H -0.71 0.46 2.49  0.215
H -0.12 1.91 3.30  0.219
H -1.49 3.33 1.73  0.236
H -2.40 2.28 2.76  0.262
H -4.32 2.54 1.28  0.244
H -5.48 1.63 -0.72  0.250
H -4.16 0.26 -2.35  0.250
H -1.77 -0.13 -1.89  0.208
H 1.43 -0.20 2.16  0.233
H 2.14 1.25 2.86  0.225
H 4.53 0.41 2.26  0.243
H 6.21 0.41 0.42  0.249
H 5.43 0.82 -1.92  0.251
H 3.01 1.15 -2.32  0.206
H 2.16 3.06 1.19  0.252
H 0.67 3.65 1.89  0.238
H 0.95 5.54 0.06  0.248
H 0.34 6.11 -2.29  0.253
H -0.28 4.26 -3.86  0.256
H -0.31 1.93 -3.00  0.218
N -2.83 -8.72 1.63  -0.218
C -2.36 -7.74 1.27  0.235
C -1.78 -6.50 0.83  -0.138
C -1.23 -5.62 1.75  -0.127
C -0.67 -4.43 1.32  -0.246
C -0.67 -4.14 -0.03  0.197
C -1.22 -5.00 -0.97  -0.240
C -1.77 -6.20 -0.53  -0.123
N -0.10 -2.90 -0.48  -0.335
C 0.82 -2.75 -1.49  -0.047
C 1.08 -1.42 -1.57  -0.072
N 0.33 -0.75 -0.62  -0.718
C -0.37 -1.68 0.01  0.223
H -1.24 -5.87 2.80  0.249
H -0.21 -3.76 2.03  0.227
H -1.22 -4.75 -2.02  0.237
H -2.20 -6.89 -1.24  0.251
H 1.20 -3.59 -2.05  0.258
H 1.75 -0.91 -2.24  0.236
H -1.10 -1.51 0.79  0.234

Computed properties:
total charge = +2
max |F| = 0.3 eV/Å
lowest unoccupied orbital energy = -5.36 eV
electronic energy = -1519.01932 hartree
HOMO-LUMO gap = 0.327 hartree



C29H27Cl3NO4PtSi | ωB97M-V with the def2-TZVPD basis set

Last column: Löwdin spin population.
CARTESIAN COORDINATES (ANGSTROEM)
Pt 0.52 -0.40 0.02  1.491
C -0.95 -3.99 2.19  0.008
C -1.05 -2.81 1.25  0.011
O 0.04 -2.34 0.87  0.089
C -2.35 -2.32 0.85  0.000
C -3.49 -3.08 1.20  0.000
C -4.75 -2.70 0.86  -0.001
C -4.92 -1.49 0.15  0.002
C -3.84 -0.72 -0.19  0.008
C -2.52 -1.10 0.14  0.015
O -1.57 -0.29 -0.24  0.146
H 0.09 -4.13 2.46  0.000
H -1.31 -4.90 1.70  0.000
H -1.55 -3.82 3.09  0.001
H -3.36 -4.01 1.74  0.000
H -5.60 -3.31 1.12  0.000
H -5.92 -1.16 -0.13  0.000
H -3.96 0.21 -0.74  0.000
Cl 7.05 -1.94 3.11  0.098
C 5.48 -1.41 2.76  0.210
C 4.99 -1.56 1.44  -0.002
C 3.73 -1.14 1.16  0.132
Cl 3.11 -1.27 -0.44  0.084
C 2.87 -0.55 2.17  0.102
O 1.70 -0.20 1.96  0.292
C 3.45 -0.38 3.50  0.143
Cl 2.49 0.34 4.71  0.049
C 4.71 -0.82 3.78  -0.018
H 5.61 -2.01 0.68  -0.002
H 5.12 -0.70 4.77  -0.003
C 0.33 -2.50 -2.50  -0.003
Si 0.44 -0.84 -3.29  0.037
C 2.04 -0.63 -4.21  0.010
C -1.05 -0.67 -4.38  0.009
N 0.43 0.40 -1.98  0.473
C 0.31 1.72 -2.13  0.070
C 0.32 2.37 -3.41  0.108
C 0.08 3.71 -3.54  0.005
C -0.16 4.49 -2.40  0.172
C -0.12 3.93 -1.13  -0.016
C 0.14 2.58 -0.99  0.143
O 0.32 2.00 0.22  0.112
C -0.30 2.54 1.36  0.003
C -1.67 2.68 1.39  0.006
C -2.26 3.15 2.55  0.000
C -1.48 3.48 3.65  0.005
C -0.10 3.32 3.60  0.000
C 0.50 2.84 2.44  0.005
H 0.05 -3.24 -3.27  0.000
H -0.45 -2.51 -1.73  -0.001
H 1.26 -2.84 -2.04  0.000
H 2.26 -1.53 -4.80  0.001
H 2.87 -0.46 -3.53  0.000
H 2.00 0.21 -4.91  0.000
H -1.00 -1.45 -5.15  0.001
H -1.15 0.29 -4.88  0.001
H -1.96 -0.85 -3.79  0.000
H 0.52 1.78 -4.29  0.004
H 0.09 4.17 -4.52  -0.002
H -0.34 5.55 -2.50  0.009
H -0.27 4.54 -0.25  -0.004
H -2.27 2.39 0.53  0.000
H -3.34 3.26 2.59  0.000
H -1.95 3.85 4.56  0.000
H 0.51 3.56 4.45  0.000
H 1.57 2.71 2.37  0.000

Computed properties:
<S²> = 6.08
total charge = +1
max |F| = 0.8 eV/Å
lowest unoccupied orbital energy (alpha / beta) = -2.38 / -5.55 eV
electronic energy = -3266.10867 hartree
HOMO-LUMO gap (alpha / beta) = 0.289 / 0.168 hartree
spin multiplicity = 5



C29H27ClN2O5S | ωB97M-V with the def2-TZVPD basis set

Last column: natural (NBO) charge in e.
CARTESIAN COORDINATES (ANGSTROEM)
C -2.21 -2.44 2.32  -0.249
O -1.99 -1.52 3.36  -0.500
C -1.85 -0.21 3.03  0.321
C -1.96 0.31 1.75  -0.319
C -1.82 1.67 1.51  -0.205
C -1.55 2.54 2.56  0.128
N -1.43 3.93 2.40  -0.607
C -1.01 4.65 1.33  0.666
O -1.13 5.86 1.30  -0.592
C -0.33 3.88 0.24  -0.162
C -0.86 3.86 -1.04  -0.135
C -0.25 3.10 -2.03  -0.209
C 0.91 2.40 -1.75  -0.054
C 1.48 1.44 -2.77  -0.239
N 1.01 0.08 -2.49  -0.700
C 1.64 -0.62 -1.43  0.104
C 1.15 -0.54 -0.13  -0.193
C 1.79 -1.24 0.88  -0.070
Cl 1.21 -1.11 2.50  0.016
C 2.89 -2.04 0.61  -0.208
C 3.35 -2.12 -0.69  -0.201
C 2.75 -1.43 -1.73  -0.006
C 3.27 -1.53 -3.13  -0.642
S -0.63 -0.18 -2.68  2.331
O -1.01 0.48 -3.89  -0.938
O -1.40 0.09 -1.49  -0.945
C -0.55 -1.95 -2.93  -0.350
C -0.74 -2.81 -1.86  -0.121
C -0.58 -4.17 -2.04  -0.229
C -0.24 -4.66 -3.29  -0.184
C -0.07 -3.79 -4.36  -0.213
C -0.22 -2.43 -4.18  -0.176
C 1.48 2.48 -0.48  -0.218
C 0.85 3.21 0.51  -0.138
C -1.44 2.02 3.86  -0.325
C -1.59 0.67 4.10  0.265
O -1.50 0.09 5.33  -0.482
C -1.24 0.90 6.44  -0.250
H -1.38 -2.45 1.61  0.170
H -2.28 -3.42 2.80  0.199
H -3.14 -2.23 1.78  0.176
H -2.16 -0.32 0.90  0.236
H -1.94 2.03 0.50  0.228
H -1.76 4.49 3.17  0.408
H -1.76 4.41 -1.26  0.221
H -0.69 3.03 -3.01  0.228
H 2.57 1.43 -2.76  0.219
H 1.11 1.68 -3.77  0.237
H 0.29 0.06 0.08  0.255
H 3.38 -2.58 1.40  0.228
H 4.21 -2.75 -0.91  0.216
H 2.50 -1.25 -3.84  0.233
H 3.61 -2.54 -3.33  0.223
H 4.12 -0.85 -3.26  0.222
H -1.01 -2.39 -0.90  0.227
H -0.72 -4.85 -1.21  0.221
H -0.12 -5.72 -3.44  0.219
H 0.19 -4.18 -5.34  0.222
H -0.10 -1.73 -4.99  0.240
H 2.40 1.97 -0.27  0.215
H 1.28 3.24 1.50  0.216
H -1.24 2.71 4.67  0.218
H -2.04 1.65 6.59  0.174
H -0.28 1.42 6.36  0.175
H -1.22 0.23 7.30  0.202

Computed properties:
max |F| = 1.0 eV/Å
lowest unoccupied orbital energy = 0.45 eV
electronic energy = -2465.38172 hartree
HOMO-LUMO gap = 0.297 hartree